Here is C25H16AuIN as an isolated structure at a distorted geometry from the OMol25 dataset. Energies are from the ωB97M-V functional and the def2-TZVPD basis.

Each line ends with the Mulliken charge.
Geometry (Å):
Au (0.25, 0.32, -0.17)  0.882
C (-1.98, -3.02, -1.58)  -0.573
C (-1.01, -3.73, -2.27)  -0.865
C (0.29, -3.26, -2.32)  -0.356
C (0.65, -2.06, -1.70)  -0.077
C (-0.37, -1.36, -1.04)  0.116
C (-1.67, -1.81, -0.96)  -0.734
C (2.01, -1.51, -1.64)  1.496
C (3.14, -2.10, -2.24)  -0.629
C (4.35, -1.47, -2.13)  -0.726
C (4.46, -0.25, -1.43)  1.205
C (5.68, 0.45, -1.30)  -0.846
C (5.74, 1.63, -0.63)  -0.648
C (4.56, 2.17, -0.05)  -0.686
C (3.37, 1.52, -0.15)  -0.910
C (3.30, 0.29, -0.85)  0.873
N (2.11, -0.38, -0.96)  -0.564
H (-3.00, -3.39, -1.53)  0.401
H (-1.27, -4.66, -2.75)  0.409
H (1.05, -3.84, -2.84)  0.385
H (-2.42, -1.24, -0.44)  0.497
H (3.04, -3.02, -2.79)  0.361
H (5.23, -1.90, -2.58)  0.457
H (6.57, 0.03, -1.75)  0.411
H (6.67, 2.16, -0.53)  0.398
H (4.62, 3.11, 0.48)  0.433
H (2.47, 1.95, 0.29)  0.226
I (0.28, 0.97, 2.71)  0.000
C (-1.18, 2.38, 2.21)  0.266
C (-1.66, 3.13, 3.24)  -0.615
C (-2.63, 4.12, 3.00)  -0.635
C (-3.08, 4.32, 1.73)  -0.872
C (-2.59, 3.55, 0.65)  1.040
C (-3.06, 3.80, -0.66)  -0.755
C (-2.60, 3.08, -1.72)  -0.897
C (-1.65, 2.06, -1.50)  -0.437
C (-1.15, 1.78, -0.25)  0.571
C (-1.62, 2.53, 0.87)  -0.024
H (-1.30, 2.98, 4.25)  0.381
H (-3.01, 4.71, 3.82)  0.405
H (-3.82, 5.09, 1.52)  0.391
H (-3.80, 4.57, -0.80)  0.387
H (-2.96, 3.28, -2.72)  0.411
H (-1.31, 1.49, -2.36)  0.449

Summary:
Energy relative to the best compared isomer or geometry (same formula, charge and spin)   0.0 kJ/mol
Net charge   +1
Calculated total energy   -1450.16146 hartree
Orbital gap   6.4 eV
Strongest force on any atom   1.85 eV Å⁻¹

***

Here is C25H16Br4NO2S4Tm as an isolated structure at a distorted geometry from the OMol25 dataset. Energies are from the ωB97M-V functional and the def2-TZVPD basis.

Each line ends with the Löwdin spin population.
Geometry (Å):
Tm (0.06, 0.28, -0.01)  2.000
S (-1.37, 0.06, 2.20)  -0.003
C (-0.11, -0.37, 3.32)  0.000
C (-0.54, -1.04, 4.48)  0.000
C (0.37, -1.47, 5.45)  0.000
C (1.73, -1.23, 5.27)  0.000
C (2.18, -0.57, 4.13)  0.000
C (1.28, -0.14, 3.12)  0.002
S (1.95, 0.78, 1.73)  0.005
C (3.47, -0.04, 1.29)  0.001
C (3.47, 0.29, -0.16)  -0.008
C (4.60, 0.41, -0.95)  0.000
C (4.41, 0.57, -2.31)  -0.012
C (3.11, 0.47, -2.83)  0.001
C (2.02, 0.29, -1.96)  -0.011
C (0.85, -0.52, -2.53)  -0.001
S (-0.87, -0.03, -2.26)  0.000
C (-1.62, -1.64, -1.96)  0.000
C (-2.68, -1.97, -2.84)  0.000
C (-3.37, -3.18, -2.73)  0.000
C (-3.02, -4.08, -1.73)  0.000
C (-1.99, -3.76, -0.84)  0.000
C (-1.29, -2.55, -0.94)  0.004
S (-0.07, -2.27, 0.25)  0.006
N (2.20, 0.39, -0.61)  -0.004
H (-1.60, -1.25, 4.61)  0.000
H (0.01, -2.00, 6.32)  0.000
H (2.44, -1.56, 6.02)  0.000
H (3.24, -0.38, 4.02)  0.000
H (3.44, -1.13, 1.43)  0.000
H (4.32, 0.40, 1.82)  0.000
H (5.59, 0.36, -0.52)  0.000
H (5.26, 0.67, -2.98)  -0.001
H (2.97, 0.41, -3.90)  0.000
H (1.03, -1.57, -2.29)  0.000
H (0.93, -0.49, -3.62)  0.000
H (-2.98, -1.26, -3.61)  0.000
H (-4.18, -3.40, -3.40)  0.000
H (-3.56, -5.01, -1.61)  0.000
H (-1.74, -4.45, -0.04)  0.000
Br (-5.65, 4.67, -1.40)  0.000
C (-3.87, 4.02, -1.05)  0.000
C (-2.79, 4.91, -0.97)  0.000
Br (-3.06, 6.80, -1.22)  0.000
C (-1.49, 4.42, -0.71)  0.000
Br (0.02, 5.60, -0.59)  0.000
C (-1.28, 3.03, -0.52)  0.000
O (-0.20, 2.40, -0.28)  -0.001
C (-2.35, 2.15, -0.60)  0.000
O (-1.95, 0.96, -0.40)  0.002
C (-3.65, 2.64, -0.86)  0.000
Br (-5.10, 1.38, -0.96)  0.000
H (1.40, -1.02, 0.74)  0.016

Summary:
Expectation value of S²   2.01
Net charge   -2
2S+1   3
Calculated total energy   -14141.50028 hartree
Orbital gap (spin up / spin down)   4.5 / 4.5 eV
Strongest force on any atom   4.13 eV Å⁻¹

***

- Among the records above, which one has the lowest net charge?
  C25H16Br4NO2S4Tm